61
Properties=species:S:1:pos:R:3:lowdin_charge:R:1 method="wB97M-V/def2-TZVPD" homo_energy_ha=-0.3338 homo_lumo_gap_ev=9.259 max_force_ev_per_a=8.610 relative_energy_kj_mol=579.3
O -1.492 2.469 2.791 -0.100
O -2.131 2.640 -1.944 -0.065
O 3.270 -0.461 1.763 -0.110
O 0.682 1.736 -1.188 -0.079
O 0.370 3.124 0.964 -0.025
O -3.073 0.549 2.731 -0.036
O 4.965 0.632 -0.028 -0.075
O -2.147 4.277 0.073 -0.149
O 3.776 2.981 -0.090 -0.093
O 3.015 -3.090 0.705 -0.101
O 2.930 0.804 -2.108 -0.044
O -3.671 -0.223 -1.117 -0.102
N -1.116 -1.351 1.836 -0.249
C -0.332 -2.137 -0.386 -0.196
C 0.221 -0.947 -3.479 -0.117
C -1.146 -1.106 0.377 -0.214
C -2.075 -2.413 2.250 -0.071
C 0.215 -1.737 2.370 -0.066
C -0.818 -2.630 -1.796 -0.180
C -1.086 -1.499 -2.855 -0.249
H -1.547 -1.990 -3.804 0.125
H -1.696 -0.763 -2.403 0.038
H 3.998 -2.940 0.629 0.057
H -2.416 3.559 0.796 0.084
H 0.966 -1.130 1.895 0.068
H 0.694 2.319 -0.403 -0.004
H 4.087 -0.089 1.283 0.032
H -2.462 -0.088 2.381 -0.010
H 3.725 -0.596 2.603 0.047
H -2.194 -1.112 -0.095 0.109
H 0.622 0.806 -0.930 0.033
H 3.076 2.479 -0.541 0.005
H -0.216 3.590 0.547 -0.096
H -2.077 2.673 -2.882 0.039
H -2.703 -2.736 1.532 0.046
H -0.267 -3.066 0.191 0.102
H 0.398 -2.799 2.288 0.082
H 0.269 0.213 -3.465 0.079
H -0.700 -0.102 0.246 0.103
H -4.339 -0.475 -1.794 0.072
H 2.209 1.151 -2.675 0.052
H -2.699 3.977 -0.738 0.054
H 2.879 -2.491 1.465 -0.009
H -1.224 2.236 -1.798 0.052
H 4.821 1.562 -0.200 -0.007
H 4.905 0.087 -0.851 0.079
H -3.750 0.830 2.069 0.106
H -1.541 -3.368 2.507 0.104
H -1.796 -3.314 -1.625 0.148
H 0.748 -1.810 -0.250 0.111
H -3.072 0.526 -1.378 0.036
H -1.607 2.921 3.595 0.027
H 3.351 2.908 0.883 0.143
H 0.141 -1.608 3.335 0.036
H -0.105 -3.271 -2.288 0.089
H 2.591 0.726 -1.262 -0.040
H -1.921 1.510 3.004 0.066
H -2.694 -2.102 3.047 0.068
H 1.113 -1.074 -2.940 0.023
H 0.335 -1.434 -4.508 0.095
H -0.259 2.665 1.665 0.077